One molecule with the formula C16H12O2S, computed with the ωB97M-V functional and the def2-TZVPD basis.

Its structure (SMILES) is O=C1OC[C@@H]2Cc3sccc3C(c3ccccc3)=C12. The calculation puts the highest occupied orbital energy at -8.34 eV. The maximum force comes out at 3.79 eV Å⁻¹. The calculation puts the lowest unoccupied orbital energy at -0.0091 hartree. As for the frontier orbital gap: 8.09 eV.

Geometry as ORCA input:
```
! wB97M-V def2-TZVPD RIJCOSX def2/J DEFGRID3
* xyz 0 1
O -0.992 2.526 -1.654
C -1.756 1.742 -1.113
O -3.062 1.928 -0.979
C -3.594 0.963 -0.052
C -2.599 -0.184 -0.075
C -2.488 -1.022 1.215
C -1.202 -1.784 1.284
S -0.979 -3.310 2.160
C 0.730 -3.285 1.681
C 1.053 -2.209 0.912
C -0.068 -1.308 0.707
C -0.088 -0.006 -0.010
C 1.230 0.602 -0.371
C 2.249 0.729 0.604
C 3.533 1.168 0.203
C 3.782 1.484 -1.122
C 2.755 1.325 -2.074
C 1.505 0.967 -1.688
C -1.326 0.515 -0.431
H -3.675 1.392 0.934
H -4.598 0.601 -0.355
H -2.877 -0.834 -0.919
H -3.302 -1.731 1.206
H -2.570 -0.360 2.081
H 1.439 -4.061 1.930
H 2.006 -2.000 0.497
H 2.049 0.514 1.626
H 4.361 1.268 0.905
H 4.762 1.853 -1.468
H 2.933 1.604 -3.125
H 0.789 0.912 -2.508
*
```

A 7-piece molecular cluster, C26H43NO18 overall, computed with the ωB97M-V functional and the def2-TZVPD basis.

Its structure (SMILES) is C[C@H]1COC(=O)O1.C[C@H]1COC(=O)O1.C[C@H]1COC(=O)O1.C[C@H]1COC(=O)O1.COC(=O)OC.COC(=O)OC.CCCC#N. The calculation puts the highest occupied orbital energy at -9.43 eV. The calculation puts the energy above the lowest of the compared OMol25 structures with the same formula, charge and spin at 328.43 kJ/mol. The maximum force comes out at 10.08 eV Å⁻¹. The calculation puts the lowest unoccupied orbital energy at 0.0079 hartree. As for the frontier orbital gap: 9.65 eV.

Geometry as ORCA input:
```
! wB97M-V def2-TZVPD RIJCOSX def2/J DEFGRID3
* xyz 0 1
C 2.844 1.221 3.358
C 4.341 0.922 2.955
C 4.615 -0.378 2.246
O 4.518 -0.051 0.894
C 4.538 1.317 0.687
O 4.647 1.870 -0.396
O 4.480 1.898 1.961
H 2.487 0.340 3.941
H 2.150 1.395 2.455
H 2.765 2.146 3.990
H 4.894 1.038 3.873
H 3.847 -1.122 2.505
H 5.661 -0.734 2.466
C 0.894 -0.890 1.457
C -0.338 -1.239 0.675
C -0.729 -2.799 0.663
O -2.087 -2.748 1.025
C -2.538 -1.484 1.444
O -3.748 -1.223 1.719
O -1.436 -0.629 1.348
H 1.519 -1.793 1.610
H 0.725 -0.768 2.493
H 1.452 -0.102 1.005
H -0.117 -0.947 -0.341
H -0.142 -3.598 1.217
H -0.884 -3.198 -0.345
C 5.082 -2.885 -2.074
C 3.788 -3.661 -1.697
C 2.932 -2.927 -0.635
O 1.790 -2.581 -1.215
C 1.727 -2.986 -2.375
O 0.738 -2.846 -3.072
O 2.869 -3.533 -2.729
H 5.300 -3.173 -3.076
H 5.883 -3.226 -1.425
H 4.958 -1.838 -1.973
H 3.925 -4.691 -1.321
H 3.530 -2.185 -0.074
H 2.698 -3.771 0.145
C -6.075 -2.059 -0.789
C -4.780 -2.998 -0.699
C -4.710 -4.447 -1.210
O -3.450 -4.554 -1.764
C -2.893 -3.402 -1.943
O -1.887 -3.239 -2.595
O -3.624 -2.460 -1.338
H -6.934 -2.464 -0.360
H -6.368 -1.785 -1.835
H -5.960 -1.213 -0.143
H -4.650 -3.108 0.376
H -5.645 -4.768 -1.865
H -4.682 -5.103 -0.396
C -1.182 2.024 2.682
O -0.455 3.286 2.707
C -0.016 3.606 3.844
O -0.154 2.837 4.949
O 0.466 4.858 3.982
C 1.044 5.299 5.157
H -1.630 1.673 1.662
H -1.935 1.954 3.433
H -0.419 1.256 2.774
H 0.279 5.513 5.861
H 1.660 6.165 4.900
H 1.717 4.559 5.568
C -3.168 2.534 -5.630
O -3.125 2.739 -4.230
C -3.058 1.738 -3.393
O -3.193 0.428 -3.939
O -3.011 2.033 -2.127
C -3.045 0.999 -1.164
H -3.740 1.667 -6.117
H -2.108 2.459 -6.023
H -3.503 3.546 -5.866
H -4.048 0.621 -1.086
H -2.633 1.265 -0.157
H -2.390 0.135 -1.618
C 1.518 3.144 0.006
C 1.335 2.858 -1.446
C -0.067 2.354 -1.840
C -0.002 0.989 -2.438
N 0.135 0.008 -2.952
H 0.901 4.078 0.129
H 2.517 3.370 0.290
H 1.121 2.352 0.690
H 2.011 2.009 -1.728
H 1.568 3.709 -2.110
H -0.637 3.076 -2.600
H -0.671 2.287 -0.971
*
```

An isolated ion of composition H2N3O2S and charge -1, computed with the ωB97M-V functional and the def2-TZVPD basis.

Its structure (SMILES) is [H]/N=N\[N@+]([O-])(O)[S-]. The calculation puts the highest occupied orbital energy at -3.55 eV. The calculation puts the energy above the lowest of the compared OMol25 structures with the same formula, charge and spin at 246.08 kJ/mol. The maximum force comes out at 2.42 eV Å⁻¹. The calculation puts the lowest unoccupied orbital energy at 0.1506 hartree. As for the frontier orbital gap: 7.65 eV.

Geometry as ORCA input:
```
! wB97M-V def2-TZVPD RIJCOSX def2/J DEFGRID3
* xyz -1 1
H -0.601 -1.987 -0.380
N 0.291 -1.672 -0.788
N 0.615 -0.551 -0.604
N -0.260 0.430 0.134
O -0.737 1.157 -0.769
O 0.922 1.019 0.827
S -1.309 -0.253 1.289
H 1.079 1.857 0.293
*
```

A 5-piece molecular cluster, C26H55O7P overall, computed with the ωB97M-V functional and the def2-TZVPD basis.

Its structure (SMILES) is C[C@H](O)COPCOc1ccccc1.CCOCC.CCOCC.CCOCC.CCOCC. The calculation puts the highest occupied orbital energy at -8.45 eV. The maximum force comes out at 0.35 eV Å⁻¹. The calculation puts the lowest unoccupied orbital energy at 0.0293 hartree. As for the frontier orbital gap: 9.24 eV.

Geometry as ORCA input:
```
! wB97M-V def2-TZVPD RIJCOSX def2/J DEFGRID3
* xyz 0 1
C 4.630 -3.381 1.782
C 5.025 -1.982 1.297
O 5.609 -1.206 2.344
C 3.864 -1.239 0.668
O 2.698 -1.341 1.517
P 2.007 0.112 1.854
C 0.368 -0.452 2.427
O -0.410 -0.613 1.249
C -1.514 -1.417 1.328
C -1.799 -2.210 0.223
C -2.944 -2.981 0.214
C -3.801 -2.984 1.309
C -3.496 -2.207 2.418
C -2.358 -1.413 2.431
H 3.755 -3.754 1.247
H 4.382 -3.356 2.844
H 5.448 -4.090 1.644
H 5.810 -2.072 0.541
H 4.977 -1.189 3.074
H 4.144 -0.187 0.561
H 3.616 -1.624 -0.324
H 2.492 0.339 3.177
H -0.039 0.336 3.076
H 0.427 -1.392 2.988
H -1.138 -2.196 -0.637
H -3.190 -3.577 -0.659
H -4.702 -3.586 1.302
H -4.147 -2.201 3.286
H -2.135 -0.812 3.305
C 1.593 0.930 -2.940
C 2.959 1.278 -2.374
O 3.892 0.205 -2.451
C 4.182 -0.254 -3.759
C 4.805 0.798 -4.661
H 1.204 0.028 -2.465
H 0.897 1.750 -2.760
H 1.626 0.758 -4.017
H 2.856 1.502 -1.312
H 3.358 2.178 -2.854
H 3.286 -0.675 -4.229
H 4.882 -1.079 -3.616
H 4.109 1.606 -4.888
H 5.105 0.344 -5.606
H 5.687 1.231 -4.187
C -5.060 -0.069 -4.118
C -4.859 -0.661 -2.733
O -3.507 -0.919 -2.407
C -2.647 0.206 -2.364
C -3.039 1.242 -1.325
H -4.585 -0.697 -4.873
H -6.125 -0.002 -4.341
H -4.642 0.935 -4.200
H -5.349 -1.633 -2.672
H -5.324 -0.021 -1.974
H -2.558 0.666 -3.356
H -1.668 -0.205 -2.114
H -3.981 1.735 -1.569
H -2.268 2.013 -1.264
H -3.139 0.774 -0.344
C -1.069 4.977 -4.182
C -0.381 4.943 -2.828
O 1.033 4.975 -2.899
C 1.596 6.125 -3.504
C 1.259 7.426 -2.796
H -0.688 4.181 -4.823
H -2.144 4.838 -4.055
H -0.920 5.928 -4.697
H -0.616 4.004 -2.325
H -0.755 5.749 -2.188
H 1.313 6.183 -4.562
H 2.672 5.955 -3.471
H 0.199 7.673 -2.869
H 1.819 8.247 -3.246
H 1.523 7.364 -1.740
C -1.449 -4.756 5.160
C -0.764 -3.418 5.380
O -1.659 -2.343 5.602
C -2.490 -2.452 6.743
C -1.733 -2.514 8.058
H -2.183 -4.677 4.357
H -0.710 -5.508 4.882
H -1.958 -5.110 6.058
H -0.215 -3.140 4.479
H -0.032 -3.487 6.193
H -3.162 -3.313 6.650
H -3.114 -1.558 6.718
H -1.152 -3.432 8.156
H -2.436 -2.479 8.892
H -1.050 -1.668 8.145
*
```